Version 1
{"formula": "C2H4IN3S", "method": "ωB97M-V/def2-TZVPD", "gap_ev": [7.770, 7.671], "e_homo_ha": [-0.3318, -0.3325], "elements": ["C", "C", "N", "N", "N", "S", "I", "H", "H", "H", "H"], "xyz": [[0.789, 0.616, 0.245], [0.253, -0.812, 0.097], [-1.756, -0.268, -0.794], [0.690, 1.145, -1.095], [-1.183, -0.806, 0.142], [-2.005, -1.800, 1.223], [0.040, 2.988, -1.097], [0.026, 1.017, 0.986], [1.888, 0.667, 0.328], [0.608, -1.152, -0.863], [0.650, -1.594, 0.830]], "mulliken_charge": [-0.484, -0.574, -0.453, -0.444, 0.490, -0.240, 0.185, 0.442, 0.327, 0.370, 0.381]}

Version 2
{"formula": "C2H4IN3S", "method": "ωB97M-V/def2-TZVPD", "gap_ev": 7.923, "smiles": "C[S@@](=N)(I)=NC#N", "e_homo_ha": -0.3571, "elements": ["C", "S", "N", "I", "N", "C", "N", "H", "H", "H", "H"], "xyz": [[-1.053, -1.281, -0.658], [0.136, -0.154, 0.157], [-0.208, -0.104, 1.675], [2.404, -1.289, -0.065], [0.210, 1.169, -0.580], [0.789, 2.278, -0.243], [1.274, 3.285, -0.004], [-0.890, -1.054, -1.726], [-0.858, -2.389, -0.420], [-1.994, -1.219, -0.158], [0.192, 0.759, 2.022]], "mulliken_charge": [-0.778, 0.476, -0.595, -0.009, -0.389, 0.446, -0.443, 0.323, 0.333, 0.360, 0.277]}

Version 3
{"formula": "C2H4IN3S", "method": "ωB97M-V/def2-TZVPD", "gap_ev": [7.002, 7.229], "smiles": "CSNN(I)C#N", "e_homo_ha": [-0.3222, -0.3294], "elements": ["C", "S", "N", "N", "I", "C", "N", "H", "H", "H", "H"], "xyz": [[-0.438, -1.021, 0.529], [-0.324, 0.503, 1.543], [0.364, 1.745, 0.402], [1.558, 2.290, 0.723], [3.060, 1.878, -1.063], [2.014, 2.056, 1.966], [2.228, 1.515, 2.972], [-1.459, -1.047, 0.112], [0.232, -0.893, -0.422], [-0.085, -1.935, 1.031], [-0.026, 2.276, -0.352]], "mulliken_charge": [-0.705, 0.031, -0.056, -0.530, -0.009, 0.539, -0.368, 0.281, 0.225, 0.310, 0.281]}

Which structure loses on stability? version 1 does.

Version 1
{"formula": "C27H72N10O11", "method": "ωB97M-V/def2-TZVPD", "gap_ev": 8.013, "smiles": "COCCNCCOC.COCCNCCOC.COCCNCCOC.COCCNCCOC.NC(N)=O.NC(N)=O.NC(N)=O", "e_homo_ha": -0.2831, "elements": ["C", "O", "C", "C", "N", "C", "C", "O", "C", "H", "H", "H", "H", "H", "H", "H", "H", "H", "H", "H", "H", "H", "H", "H", "C", "O", "C", "C", "N", "C", "C", "O", "C", "H", "H", "H", "H", "H", "H", "H", "H", "H", "H", "H", "H", "H", "H", "H", "C", "O", "C", "C", "N", "C", "C", "O", "C", "H", "H", "H", "H", "H", "H", "H", "H", "H", "H", "H", "H", "H", "H", "H", "C", "O", "C", "C", "N", "C", "C", "O", "C", "H", "H", "H", "H", "H", "H", "H", "H", "H", "H", "H", "H", "H", "H", "H", "N", "C", "N", "O", "H", "H", "H", "H", "N", "C", "N", "O", "H", "H", "H", "H", "N", "C", "N", "O", "H", "H", "H", "H"], "xyz": [[-3.336, 5.320, -1.973], [-3.860, 4.000, -1.938], [-2.918, 3.086, -1.357], [-3.483, 1.600, -1.230], [-3.848, 0.944, -2.493], [-5.020, 1.552, -3.156], [-5.713, 0.632, -4.307], [-6.639, 1.380, -5.189], [-7.544, 0.515, -5.936], [-4.083, 5.861, -2.555], [-2.335, 5.348, -2.404], [-3.336, 5.775, -0.982], [-2.665, 3.482, -0.374], [-2.034, 3.038, -1.993], [-4.321, 1.665, -0.537], [-2.832, 0.889, -0.721], [-3.823, -0.065, -2.531], [-4.717, 2.470, -3.660], [-5.666, 1.758, -2.302], [-6.091, -0.296, -3.877], [-4.994, 0.248, -5.031], [-7.989, -0.205, -5.249], [-7.112, 0.093, -6.843], [-8.367, 1.104, -6.341], [3.242, -2.119, 4.796], [4.098, -0.990, 4.754], [3.566, 0.041, 3.861], [2.737, 0.902, 4.790], [1.874, 1.833, 3.992], [2.633, 2.955, 3.319], [1.824, 4.162, 2.849], [1.135, 3.949, 1.568], [0.455, 5.163, 1.056], [3.245, -2.665, 3.853], [2.227, -1.894, 5.125], [3.561, -2.829, 5.559], [3.072, -0.391, 2.990], [4.529, 0.431, 3.532], [3.264, 1.360, 5.627], [2.166, 0.241, 5.442], [1.236, 2.191, 4.688], [3.105, 2.466, 2.467], [3.465, 3.309, 3.928], [2.441, 5.059, 2.801], [1.072, 4.559, 3.531], [-0.268, 5.401, 1.836], [0.043, 4.870, 0.090], [1.115, 5.997, 0.820], [1.788, -5.398, -2.287], [0.903, -4.481, -1.576], [0.395, -4.988, -0.386], [-0.673, -3.955, 0.102], [-1.129, -4.186, 1.411], [-2.126, -3.246, 1.785], [-2.122, -3.179, 3.327], [-1.105, -2.357, 3.855], [-1.464, -1.745, 5.086], [2.349, -4.806, -3.010], [1.166, -6.089, -2.856], [2.516, -5.876, -1.632], [1.142, -5.093, 0.401], [-0.083, -5.933, -0.640], [-1.465, -4.055, -0.641], [-0.276, -2.945, 0.198], [-0.492, -4.165, 2.194], [-3.079, -3.523, 1.335], [-1.980, -2.283, 1.297], [-1.929, -4.077, 3.913], [-3.034, -2.641, 3.585], [-1.667, -2.433, 5.906], [-2.342, -1.099, 5.086], [-0.656, -1.080, 5.392], [4.553, -3.559, -5.716], [5.732, -3.623, -4.968], [5.651, -2.919, -3.734], [5.461, -1.410, -3.924], [5.088, -0.769, -2.655], [4.633, 0.628, -2.857], [4.426, 1.344, -1.442], [3.166, 0.990, -0.927], [3.124, 0.410, 0.366], [4.492, -4.467, -6.316], [4.420, -2.567, -6.149], [3.719, -3.688, -5.026], [6.653, -3.010, -3.314], [5.065, -3.325, -2.909], [4.598, -1.212, -4.559], [6.355, -0.922, -4.313], [5.854, -0.824, -1.999], [3.826, 0.767, -3.576], [5.324, 1.244, -3.432], [4.472, 2.432, -1.491], [5.299, 1.176, -0.811], [2.079, 0.277, 0.647], [3.762, 0.955, 1.061], [3.634, -0.549, 0.273], [-5.111, -0.651, 3.575], [-5.930, -1.535, 3.090], [-6.866, -1.864, 3.936], [-5.672, -2.146, 2.099], [-5.279, -0.166, 4.445], [-4.426, -0.299, 2.922], [-7.114, -2.843, 3.929], [-6.756, -1.651, 4.917], [1.607, 2.410, -3.539], [1.186, 3.283, -2.624], [1.078, 2.721, -1.494], [1.120, 4.430, -2.693], [1.476, 1.429, -3.337], [1.928, 2.762, -4.429], [1.624, 1.880, -1.608], [1.080, 3.260, -0.640], [-0.212, 1.662, 1.401], [-0.947, 0.803, 2.018], [-0.190, 0.147, 2.935], [-2.082, 0.485, 1.598], [0.587, 2.000, 1.918], [-0.443, 1.988, 0.473], [0.727, 0.506, 3.159], [-0.516, -0.559, 3.580]], "mulliken_charge": [-0.710, -0.345, -0.177, -0.685, -0.339, -0.314, -0.654, -0.331, -0.703, 0.260, 0.298, 0.260, 0.486, 0.046, 0.128, 0.459, 0.276, 0.167, 0.259, 0.392, 0.360, 0.314, 0.270, 0.248, -0.476, -0.493, 0.014, -0.804, -0.308, -0.409, -0.945, -0.223, -0.680, 0.276, 0.049, 0.358, 0.147, 0.230, 0.435, 0.278, 0.168, -0.043, 0.452, 0.458, 0.507, 0.341, 0.139, 0.291, -0.522, -0.269, -0.457, -0.365, -0.362, -0.104, -0.765, -0.232, -1.113, -0.031, 0.330, 0.321, 0.312, 0.314, 0.161, 0.267, 0.298, 0.303, -0.077, 0.304, 0.383, 0.426, 0.328, 0.260, -0.641, -0.372, -0.558, -0.549, -0.163, -0.950, -0.768, -0.225, -1.044, 0.282, 0.335, 0.170, 0.348, 0.353, 0.327, 0.273, 0.255, 0.405, 0.449, 0.389, 0.498, 0.300, 0.318, 0.432, -0.334, 0.728, -0.610, -0.609, 0.170, 0.173, 0.260, 0.220, -0.399, 0.544, 0.522, -0.673, 0.231, 0.209, -0.136, -0.257, 0.891, 0.457, 0.480, -0.700, -0.385, -0.323, 0.078, 0.156]}

Version 2
{"formula": "C27H72N10O11", "method": "ωB97M-V/def2-TZVPD", "gap_ev": 8.330, "smiles": "COCCNCCOC.COCCNCCOC.COCCNCCOC.COCCNCCOC.NC(N)=O.NC(N)=O.NC(N)=O", "e_homo_ha": -0.2835, "elements": ["C", "O", "C", "C", "N", "C", "C", "O", "C", "H", "H", "H", "H", "H", "H", "H", "H", "H", "H", "H", "H", "H", "H", "H", "C", "O", "C", "C", "N", "C", "C", "O", "C", "H", "H", "H", "H", "H", "H", "H", "H", "H", "H", "H", "H", "H", "H", "H", "C", "O", "C", "C", "N", "C", "C", "O", "C", "H", "H", "H", "H", "H", "H", "H", "H", "H", "H", "H", "H", "H", "H", "H", "C", "O", "C", "C", "N", "C", "C", "O", "C", "H", "H", "H", "H", "H", "H", "H", "H", "H", "H", "H", "H", "H", "H", "H", "N", "C", "N", "O", "H", "H", "H", "H", "N", "C", "N", "O", "H", "H", "H", "H", "N", "C", "N", "O", "H", "H", "H", "H"], "xyz": [[0.570, -5.304, -1.376], [0.945, -3.847, -1.354], [1.138, -3.347, -2.674], [1.764, -1.977, -2.570], [2.292, -1.399, -3.857], [2.218, 0.070, -4.076], [0.837, 0.460, -4.666], [0.846, 0.471, -6.087], [-0.424, 1.018, -6.607], [1.228, -5.985, -1.917], [-0.480, -5.400, -1.652], [0.813, -5.584, -0.351], [0.153, -3.118, -3.081], [1.708, -4.056, -3.273], [2.462, -1.953, -1.733], [0.916, -1.352, -2.290], [3.256, -1.665, -4.003], [2.864, 0.309, -4.921], [2.544, 0.697, -3.246], [0.412, 1.388, -4.283], [0.166, -0.295, -4.256], [-0.277, 1.119, -7.682], [-0.632, 1.969, -6.115], [-1.364, 0.480, -6.490], [-5.127, 1.408, -4.415], [-4.062, 1.672, -3.473], [-3.446, 0.531, -3.087], [-2.569, 0.877, -1.886], [-1.687, 2.051, -1.995], [-0.964, 2.450, -0.860], [-1.890, 2.763, 0.414], [-2.732, 1.738, 1.052], [-2.117, 0.532, 1.507], [-5.731, 0.588, -4.026], [-4.668, 1.163, -5.373], [-5.866, 2.193, -4.576], [-2.689, 0.143, -3.768], [-4.130, -0.271, -2.808], [-1.981, 0.008, -1.589], [-3.252, 1.130, -1.075], [-2.374, 2.739, -2.268], [-0.285, 3.276, -1.070], [-0.253, 1.706, -0.500], [-2.588, 3.585, 0.253], [-1.183, 2.980, 1.215], [-2.682, -0.103, 2.191], [-1.224, 0.657, 2.121], [-1.857, -0.067, 0.635], [-2.845, -3.000, 0.567], [-3.715, -3.762, -0.277], [-5.126, -3.615, -0.056], [-5.775, -2.197, -0.442], [-6.064, -2.055, -1.869], [-7.303, -2.669, -2.311], [-7.874, -2.281, -3.658], [-7.033, -2.737, -4.672], [-7.398, -2.423, -6.004], [-2.924, -3.219, 1.632], [-2.951, -1.936, 0.354], [-1.814, -3.274, 0.341], [-5.342, -3.789, 0.998], [-5.628, -4.345, -0.691], [-5.021, -1.427, -0.276], [-6.640, -1.930, 0.166], [-5.194, -2.247, -2.344], [-8.131, -2.517, -1.619], [-6.981, -3.710, -2.361], [-8.054, -1.216, -3.809], [-8.811, -2.795, -3.874], [-7.018, -3.318, -6.497], [-6.789, -1.568, -6.298], [-8.473, -2.311, -6.147], [8.572, 5.295, 6.926], [8.762, 4.034, 6.398], [7.495, 3.228, 6.210], [7.126, 3.454, 4.714], [8.213, 3.285, 3.708], [7.747, 3.275, 2.335], [6.955, 2.041, 2.004], [5.634, 2.216, 2.476], [4.718, 1.195, 2.150], [9.383, 6.012, 7.054], [8.158, 5.147, 7.924], [7.895, 5.937, 6.363], [6.844, 3.591, 7.005], [7.705, 2.170, 6.370], [6.529, 4.364, 4.770], [6.413, 2.683, 4.426], [8.769, 4.111, 3.879], [8.629, 3.429, 1.713], [7.075, 4.124, 2.210], [7.391, 1.120, 2.390], [6.969, 1.875, 0.927], [3.797, 1.169, 2.733], [5.136, 0.232, 2.441], [4.564, 1.077, 1.078], [1.365, 4.237, 2.965], [1.196, 3.051, 2.457], [0.861, 2.216, 3.443], [1.382, 2.741, 1.292], [1.315, 4.404, 3.959], [1.724, 4.932, 2.326], [0.572, 2.603, 4.330], [0.596, 1.267, 3.223], [0.570, -2.139, 1.207], [1.100, -1.067, 1.617], [1.818, -0.429, 0.718], [0.889, -0.574, 2.716], [0.513, -2.409, 0.235], [-0.174, -2.519, 1.774], [1.747, -0.596, -0.275], [1.952, 0.527, 1.016], [-1.265, -3.253, 5.587], [-0.709, -2.854, 4.504], [0.534, -2.621, 4.676], [-1.401, -2.797, 3.512], [-2.260, -3.318, 5.748], [-0.660, -3.514, 6.353], [1.138, -2.221, 3.972], [1.022, -2.836, 5.534]], "mulliken_charge": [-0.917, -0.267, -0.627, 0.037, -0.345, -0.841, 0.238, -0.440, -0.738, 0.379, 0.313, 0.279, 0.287, 0.376, 0.568, -0.417, 0.287, 0.420, 0.271, 0.321, -0.059, 0.296, 0.329, 0.266, -0.574, -0.428, 0.214, -0.469, -0.171, -0.119, -0.432, -0.451, 0.564, 0.103, 0.259, 0.334, 0.161, -0.194, 0.055, 0.507, 0.286, 0.557, -0.230, 0.298, 0.089, 0.380, -0.244, -0.419, 0.184, -0.433, -0.530, -0.427, -0.172, -0.586, -0.643, -0.330, -0.735, 0.465, -0.072, -0.291, 0.285, 0.404, -0.031, 0.453, 0.187, 0.319, 0.312, 0.364, 0.466, 0.241, 0.209, 0.357, -0.732, -0.390, -0.601, -0.383, -0.396, -0.544, -0.796, -0.269, -0.840, 0.298, 0.313, 0.280, 0.356, 0.303, 0.244, 0.319, 0.235, 0.438, 0.314, 0.395, 0.515, 0.191, 0.402, 0.337, -0.448, 0.703, -0.212, -0.587, 0.135, 0.262, 0.197, -0.027, 0.021, 0.786, -0.147, -0.955, 0.183, 0.098, 0.062, -0.117, -0.456, 0.582, -0.228, -0.569, 0.224, 0.119, 0.142, 0.155]}

Which structure loses on stability? version 1 does.